Entry from the Open Molecules 2025 dataset: a structure of composition C48H43CsN13O9PS3 at a distorted geometry (ωB97M-V with the def2-TZVPD basis set).

As for the HOMO energy: -2.4 eV. The value obtained for the gap between HOMO and LUMO is 5.7 eV. The calculation puts the largest force on an atom at 5.0 eV/Å. The value obtained for the electronic energy is -130611.166 eV. The net charge is -2. The energy above the lowest of the compared OMol25 structures with the same formula, charge and spin comes out at 29.1 kJ/mol.

Each line ends with the Löwdin charge.
CARTESIAN COORDINATES (ANGSTROEM)
1 Cs -0.80015 -0.36405 0.11440  1.232
2 N -5.11449 1.29941 -1.20939  0.028
3 C -4.06379 0.96385 -2.05923  -0.963
4 S -4.22662 -0.47808 -2.98230  0.476
5 N -3.09330 1.80725 -2.11415  -0.033
6 N -1.81566 1.68599 -2.37055  0.052
7 C -1.27492 2.34440 -3.34331  -0.209
8 C -2.06373 3.03394 -4.39742  -0.169
9 C -1.73865 4.32465 -4.81912  -0.047
10 C -2.47008 4.95522 -5.81381  -0.109
11 C -3.54981 4.31031 -6.40097  -0.119
12 C -3.88990 3.03085 -5.98157  -0.086
13 C -3.15399 2.39576 -4.99311  -0.026
14 C 0.19298 2.41684 -3.40487  -0.225
15 C 0.84632 2.45802 -4.64535  -0.025
16 C 2.22513 2.52889 -4.68350  -0.083
17 C 2.92794 2.58411 -3.48925  -0.083
18 C 2.19941 2.55789 -2.31029  -0.153
19 N 0.87689 2.47703 -2.25455  0.142
20 H -6.02639 1.05947 -1.55515  0.045
21 H -5.03108 2.21259 -0.78543  0.074
22 H -0.90203 4.83699 -4.35748  0.114
23 H -2.19824 5.95512 -6.13331  0.089
24 H -4.11831 4.79922 -7.18394  0.087
25 H -4.73088 2.51536 -6.43026  0.097
26 H -3.42085 1.38928 -4.68526  0.042
27 H 0.26327 2.42289 -5.55535  0.112
28 H 2.74496 2.53884 -5.63461  0.098
29 H 4.00880 2.63265 -3.47209  0.096
30 H 2.71003 2.60989 -1.35656  0.086
31 N 3.02281 1.22238 1.64415  0.080
32 N 2.70195 2.56388 1.41810  -0.004
33 C 1.48218 3.08430 1.28408  -0.410
34 N 1.38751 4.42803 1.28383  0.200
35 N 0.47420 2.22121 1.18412  0.084
36 N -0.78807 2.61255 1.24131  -0.438
37 O -1.61895 1.71281 1.22482  -0.324
38 O -1.13706 3.80998 1.32563  0.005
39 H 2.29115 0.79371 2.20667  0.051
40 H 3.01558 0.68254 0.76854  0.051
41 H 3.48429 3.19124 1.43704  0.138
42 H 2.12530 4.97394 1.68794  0.104
43 H 0.42990 4.75728 1.29798  0.079
44 C -4.66610 -3.86727 -1.93022  -0.077
45 N -3.38655 -4.37514 -2.37569  -0.131
46 C -3.13315 -5.05772 -3.54224  -0.066
47 C -1.80535 -5.21051 -3.65898  -0.059
48 N -1.21278 -4.58762 -2.56212  0.010
49 C -2.21090 -4.06982 -1.73253  -0.691
50 S -2.11432 -3.34060 -0.25892  0.684
51 C 0.17117 -4.44044 -2.36531  -0.264
52 C 1.09724 -5.16286 -3.11815  -0.016
53 C 2.44008 -4.96543 -2.84891  -0.072
54 C 2.82040 -4.08238 -1.85114  -0.048
55 C 1.82033 -3.39322 -1.17638  -0.083
56 N 0.53295 -3.56604 -1.44641  0.117
57 H -5.46095 -4.40489 -2.44619  0.083
58 H -4.73758 -2.79483 -2.13138  -0.016
59 H -4.74073 -4.00971 -0.85330  0.064
60 H -3.92527 -5.39156 -4.18893  0.112
61 H -1.23117 -5.69350 -4.42641  0.097
62 H 0.79364 -5.85231 -3.89401  0.089
63 H 3.19082 -5.49874 -3.41862  0.102
64 H 3.86246 -3.91530 -1.61817  0.093
65 H 2.03882 -2.66676 -0.40009  0.101
66 O 3.39605 -1.59587 1.42716  0.029
67 C 4.46518 -1.84368 0.91902  -0.239
68 C 4.87314 -1.62993 -0.46692  -0.139
69 C 6.04947 -2.22969 -0.87012  0.016
70 C 6.46038 -2.22895 -2.19818  -0.197
71 C 5.63507 -1.61878 -3.17653  -0.019
72 C 4.49596 -0.98324 -2.80954  -0.008
73 C 4.06134 -0.88474 -1.42835  -0.392
74 O 3.07638 -0.18958 -1.11930  -0.023
75 N 7.68196 -2.83514 -2.56831  -0.386
76 O 7.99944 -2.85799 -3.75831  0.007
77 O 8.40114 -3.32461 -1.69561  0.008
78 H 5.26067 -2.34287 1.52121  0.119
79 H 6.66395 -2.74495 -0.14084  0.117
80 H 5.94741 -1.67098 -4.21036  0.108
81 H 3.85794 -0.50567 -3.54264  0.107
82 O -0.47958 -3.93766 2.69136  -0.327
83 S -1.15799 -2.70867 3.03009  0.405
84 O -2.56545 -2.84933 3.34113  -0.305
85 O -0.86961 -1.59601 2.08721  -0.932
86 C -0.39966 -2.12436 4.54400  -0.246
87 C -0.14432 -3.05439 5.53771  -0.059
88 C 0.38314 -2.64018 6.74888  -0.095
89 C 0.64576 -1.29231 6.94463  -0.098
90 C 0.39178 -0.36847 5.94195  -0.095
91 C -0.12928 -0.76613 4.70735  -0.282
92 P -0.56081 0.37524 3.30315  1.084
93 C -0.08354 1.98042 4.15340  -0.351
94 C -0.90911 3.08198 4.37076  -0.091
95 C -0.39238 4.28300 4.84442  -0.093
96 C 0.96257 4.41558 5.10040  -0.120
97 C 1.80852 3.33804 4.85937  -0.103
98 C 1.28988 2.14803 4.37974  -0.150
99 C -2.37107 0.35541 3.71234  -0.318
100 C -2.78730 0.70276 4.99885  -0.101
101 C -4.13029 0.71087 5.33916  -0.094
102 C -5.08452 0.35513 4.39744  -0.101
103 C -4.68302 -0.02748 3.12859  -0.063
104 C -3.33828 -0.03296 2.79143  -0.093
105 H -0.37075 -4.09361 5.33399  0.114
106 H 0.58748 -3.35732 7.53505  0.092
107 H 1.04393 -0.94900 7.89324  0.092
108 H 0.60310 0.67374 6.13513  0.088
109 H -1.96864 3.00273 4.16459  0.107
110 H -1.05901 5.12089 5.01550  0.097
111 H 1.36084 5.35271 5.47296  0.088
112 H 2.87400 3.43195 5.04066  0.097
113 H 1.95658 1.31399 4.17761  0.102
114 H -2.04845 0.96922 5.74387  0.101
115 H -4.42957 0.98973 6.34358  0.092
116 H -6.13655 0.36078 4.65853  0.091
117 H -5.41574 -0.33447 2.39307  0.107
118 H -3.04485 -0.35497 1.80420  0.064

---

Entry from the Open Molecules 2025 dataset: a structure of composition C48H43GeN5OSTi at a distorted geometry (ωB97M-V with the def2-TZVPD basis set).

As for the HOMO energy (spin up / spin down): -12.7 / -12.8 eV. The value obtained for the gap between HOMO and LUMO (spin up / spin down) is 6.7 / 6.6 eV. The calculation puts the largest force on an atom at 3.9 eV/Å. The value obtained for the electronic energy is -150424.438 eV. The net charge is +2.

Each line ends with the Löwdin charge.
CARTESIAN COORDINATES (ANGSTROEM)
1 Ti 5.77306 -19.62165 -8.95892  0.724
2 N 4.94478 -21.53155 -8.72528  -0.017
3 C 3.71908 -21.69222 -9.52426  -0.243
4 C 3.58909 -22.74508 -10.41560  -0.013
5 C 2.38093 -22.92584 -11.07206  -0.074
6 C 1.32793 -22.10280 -10.83633  -0.045
7 C 1.49073 -20.99254 -9.98692  0.011
8 C 2.66169 -20.83328 -9.27710  -0.160
9 C 2.77576 -19.68305 -8.41669  -0.168
10 C 1.75378 -19.22821 -7.56912  -0.002
11 C 1.91704 -18.14457 -6.75609  -0.032
12 C 3.14490 -17.48439 -6.73785  -0.084
13 C 4.12230 -17.85707 -7.54668  -0.161
14 C 3.98778 -18.99646 -8.28635  -0.192
15 H 5.57177 -22.31084 -9.06336  0.107
16 H 4.72300 -21.81391 -7.74252  0.149
17 H 4.48766 -23.33990 -10.58418  0.113
18 H 2.36790 -23.75691 -11.77451  0.127
19 H 0.41717 -22.12687 -11.51563  0.147
20 H 0.72936 -20.26931 -9.95565  0.114
21 H 0.85957 -19.84223 -7.55106  0.130
22 H 1.09915 -17.74573 -6.11658  0.137
23 H 3.26826 -16.65797 -6.02777  0.126
24 H 5.04375 -17.33563 -7.52917  0.080
25 C 10.26840 -17.54769 -3.63600  -0.015
26 C 10.26886 -17.17491 -5.12165  -0.306
27 C 9.79434 -15.93927 -5.51743  -0.101
28 C 9.94558 -15.45716 -6.80162  -0.017
29 C 10.70214 -16.19374 -7.74212  -0.247
30 N 11.15480 -15.59839 -8.92902  0.124
31 C 11.46616 -16.24187 -10.14818  -0.524
32 O 12.39957 -15.91231 -10.83309  0.132
33 N 10.57109 -17.26003 -10.40939  0.147
34 C 9.21555 -16.94753 -10.26250  -0.236
35 C 8.65624 -15.69165 -10.53385  0.064
36 C 7.27447 -15.52388 -10.36336  -0.007
37 C 6.48174 -16.58977 -9.97725  -0.150
38 N 7.01301 -17.73348 -9.55677  -0.044
39 C 8.35330 -17.93148 -9.82395  -0.086
40 C 11.09080 -17.48465 -7.36168  0.008
41 C 10.86269 -17.97148 -6.06240  -0.028
42 H 10.33232 -18.60256 -3.49342  0.079
43 H 9.49757 -17.09080 -3.11632  0.038
44 H 11.15544 -17.07659 -3.24096  0.095
45 H 9.41847 -15.20325 -4.72814  0.144
46 H 9.71344 -14.41643 -6.98967  0.116
47 H 11.50416 -14.63214 -8.86297  0.175
48 H 10.73201 -17.72999 -11.29118  0.117
49 H 9.24868 -14.92412 -10.91106  0.116
50 H 6.84572 -14.54512 -10.56466  0.124
51 H 5.39083 -16.38161 -9.87780  0.130
52 H 8.84216 -18.84510 -9.50380  0.114
53 H 11.68149 -18.03127 -8.06656  0.114
54 H 11.21940 -18.94967 -5.82910  0.115
55 C 9.63281 -17.96261 -13.87473  -0.049
56 C 9.81915 -18.97546 -12.95716  -0.103
57 C 8.70453 -19.51612 -12.27489  -0.152
58 C 7.43705 -19.04874 -12.50194  -0.321
59 C 7.21601 -18.01750 -13.42613  -0.074
60 C 8.30730 -17.47995 -14.12590  -0.038
61 Ge 6.09033 -20.18839 -11.64499  1.011
62 C 4.30520 -19.87149 -12.26383  -0.320
63 C 3.53486 -20.71579 -13.06652  -0.109
64 C 2.37246 -20.26513 -13.68174  -0.078
65 C 1.89537 -18.96837 -13.48302  -0.039
66 C 2.65043 -18.14195 -12.60537  -0.052
67 C 3.84854 -18.57619 -12.04579  -0.139
68 C 6.59275 -21.99128 -11.63799  -0.354
69 C 7.32106 -22.56381 -10.63536  -0.193
70 C 7.64193 -23.92735 -10.48282  -0.035
71 C 7.19602 -24.81942 -11.48310  -0.048
72 C 6.49288 -24.28284 -12.53189  -0.074
73 C 6.18600 -22.92931 -12.65317  -0.070
74 H 10.45994 -17.64874 -14.50333  0.116
75 H 10.76647 -19.45627 -12.87460  0.109
76 H 8.87703 -20.43966 -11.62180  0.124
77 H 6.25502 -17.49975 -13.57795  0.113
78 H 8.19859 -16.66331 -14.79286  0.096
79 H 3.95163 -21.66969 -13.46020  0.100
80 H 1.85996 -21.02164 -14.29505  0.121
81 H 0.91674 -18.67649 -13.86855  0.115
82 H 2.22312 -17.19244 -12.42800  0.092
83 H 4.44234 -17.85809 -11.52815  0.065
84 H 7.62241 -21.92716 -9.81790  0.074
85 H 8.20214 -24.25108 -9.63874  0.101
86 H 7.42821 -25.86813 -11.39876  0.114
87 H 5.99250 -24.85125 -13.33161  0.126
88 H 5.60771 -22.58044 -13.45749  0.070
89 S 7.22371 -19.91018 -7.07929  0.695
90 C 6.78717 -19.14717 -5.57936  -0.618
91 N 7.17479 -17.89095 -5.33628  0.079
92 C 6.87714 -17.17570 -4.23341  -0.036
93 C 6.15535 -17.76105 -3.20507  0.004
94 C 5.83125 -19.13842 -3.31585  -0.003
95 C 6.18402 -19.82658 -4.45818  -0.028
96 H 7.73388 -17.44109 -6.05410  0.134
97 H 7.25935 -16.16796 -4.26548  0.129
98 H 5.94860 -17.27096 -2.25017  0.131
99 H 5.30320 -19.62012 -2.50311  0.129
100 H 5.94806 -20.87992 -4.61935  0.119

---

> Look up the net charge of the first one.

-2